# 1
ORCA calculation (the ωB97M-V functional and the def2-TZVPD basis) on a molecular structure, C13H16Cl2N2Pt.

Results
Strongest force on any atom = 0.076 hartree/bohr
HOMO-LUMO gap (spin up / spin down) = 7.27 / 5.48 eV
Net charge = 0
E_tot = -45004.9731 eV
⟨S²⟩ = 6.0137
LUMO (spin up / spin down) = -0.220 / -3.980 eV
Multiplicity = 5
Energy relative to the best compared isomer or geometry (same formula, charge and spin) = 0.0 kcal/mol

Element x y z (Å)
H 0.0065 -2.7049 -3.0368
H -1.8841 -1.0262 -3.8473
H -2.1414 -2.4588 -2.8019
C 1.7797 0.7069 -1.4011
C -0.2187 -1.6909 -2.6295
Cl 0.7437 -1.5949 0.8044
H 0.0874 1.1672 -2.5334
H 1.6237 1.2432 -3.4685
N -0.5386 1.2524 1.5036
C 0.8531 -0.8077 -3.2381
C 0.5500 1.9354 1.8149
H -2.2834 0.3580 2.1615
H -2.9853 -0.1298 0.1739
H -3.0964 0.2159 -2.2158
N 0.4200 2.7012 6.6228
Pt 2.3563 -1.0690 -0.7197
C 1.0527 0.6612 -2.7162
C -2.5620 -0.6417 -1.8044
H -1.8706 0.8745 4.5768
H 1.8304 -1.3179 -3.0328
C -2.6442 -0.9168 -0.5177
H 1.3814 1.4617 -0.6749
C 0.8406 2.3434 3.1316
C -0.0362 1.9646 4.1513
C -1.1696 1.2120 3.8188
H 0.8066 -0.7394 -4.3307
H 1.7348 2.9448 3.3213
H 1.2432 2.1950 1.0153
H -2.3087 -1.8674 -0.0771
C -1.7453 -1.4233 -2.8272
H -0.0092 -1.8180 -1.5583
Cl 4.0854 -0.8590 -2.1810
C -1.3911 0.9029 2.4637
C 0.2178 2.3656 5.5200



# 2
ORCA calculation (the ωB97M-V functional and the def2-TZVPD basis) on a single C17H27N5O4 molecule.

Results
Strongest force on any atom = 0.026 hartree/bohr
SMILES string = CC(C)OC[C@H](O)Cn1c(N2CCCC2)nc2c1c(=O)n(C)c(=O)n2C
HOMO-LUMO gap = 8.12 eV
Net charge = 0
E_tot = -33709.5347 eV
LUMO = 0.662 eV
Multiplicity = 1
Energy relative to the best compared isomer or geometry (same formula, charge and spin) = 14.9 kcal/mol

Element x y z (Å)
N 2.8165 1.1155 -0.1826
C 4.8674 0.9503 0.9159
H -1.4334 -5.4388 1.1999
N -1.3392 3.0304 0.7506
H -1.6111 -1.7133 -1.1073
C 0.6856 -0.4165 -1.9488
C 0.5432 -1.7553 -1.2056
H 1.6316 -0.4127 -2.4876
C -4.2410 1.9200 -1.1733
H -2.2893 -4.8006 2.6133
H 3.7914 2.8121 0.5753
H 3.5373 0.6010 -2.0923
H -3.4681 -2.5775 -0.1564
N 0.9367 2.2467 0.5429
C -1.5154 -4.5952 1.8798
C 3.5864 1.7724 0.8575
H 5.7029 1.5099 1.3297
C 5.0736 0.5720 -0.5481
H 4.7087 0.0535 1.5147
C -1.0148 3.9852 1.7861
N -2.8650 1.9945 -0.7126
H -4.2774 1.1814 -1.9708
H -3.9759 -3.7309 1.0772
H -0.5651 -4.4698 2.3922
H -1.9164 4.5524 2.0083
H -0.2217 4.6451 1.4363
C -0.6349 1.3254 -0.7835
O -2.2714 0.3608 -2.2049
N 0.5955 0.7309 -1.0834
C -0.7675 -1.8466 -0.4222
H 5.7184 -0.2947 -0.6746
H -0.6692 3.4615 2.6776
C 3.6510 0.3029 -1.0454
C -1.8597 -3.3356 1.0910
H -4.8928 1.6268 -0.3504
C -0.3673 2.2457 0.2152
O -3.5318 3.6065 0.7326
C -1.9306 1.1438 -1.3262
H -0.1400 -0.3405 -2.6605
H -4.5615 2.8946 -1.5402
O 1.6394 -1.9459 -0.3389
C 1.4981 1.3252 -0.2493
H -0.8049 -1.0606 0.3480
H -3.1215 -4.2979 -0.3661
H -1.9261 -2.4755 1.7804
H 5.5097 1.4125 -1.0893
H 0.5383 -2.5552 -1.9642
O -0.7797 -3.1151 0.1951
H 3.3864 -0.7528 -0.9344
H 1.3823 -2.6569 0.2633
C -2.6331 2.9226 0.2864
H 3.0193 1.7793 1.7883
C -3.1939 -3.4931 0.3614



# 3
ORCA calculation (the ωB97M-V functional and the def2-TZVPD basis) on 10 unconnected molecules or ions with the total composition C35H84F9N8O9PS.

Results
Strongest force on any atom = 0.102 hartree/bohr
HOMO-LUMO gap (spin up / spin down) = 6.29 / 2.21 eV
Net charge = +7
E_tot = -112504.5243 eV
⟨S²⟩ = 0.7592
LUMO (spin up / spin down) = -17.562 / -21.643 eV
Multiplicity = 2

Element x y z (Å)
C -8.5274 -5.9554 10.1050
O -18.1682 -8.8909 13.2946
H -12.0908 -12.0528 3.8255
H -13.4385 -13.0063 13.6615
H -8.8619 -6.8154 9.5249
C -6.6471 -7.7559 3.2100
N -12.9877 -17.2590 13.1445
H -5.7669 -7.7424 3.8529
N -16.7372 -8.6535 11.4105
H -7.0525 -8.8576 8.1370
H -8.1935 -6.8876 6.9459
C -10.0829 -11.3544 2.4857
H -15.3381 -10.4226 12.9916
H -15.0006 -17.0193 12.9987
F -9.8329 -11.0265 12.3282
C -11.1355 -10.6616 0.4438
C -9.5725 -5.3917 11.0688
C -12.4549 -10.5896 9.1154
H -11.3795 -15.4293 11.4475
C -9.7551 -10.6951 1.1759
H -5.7804 -8.3398 6.0402
H -9.1308 -15.7291 9.1983
H -16.9084 -14.2892 8.6529
C -11.9860 -11.9075 14.6887
F -7.9974 -10.8514 10.9557
C -15.1252 -13.8111 9.6507
H -12.5329 -14.8686 5.6607
H -10.9962 -14.4189 1.2386
H -9.2258 -11.6917 3.0686
H -15.9086 -6.8896 10.8038
H -9.7759 -8.4601 6.4898
H -11.3043 -14.2271 6.5687
H -11.9379 -5.4755 12.6033
H -12.2409 -17.7344 13.6305
H -12.7405 -9.9990 14.3573
F -11.1953 -10.7303 9.3225
O -14.8318 -10.2935 10.4408
H -16.1265 -15.6399 8.8736
O -12.7432 -15.3116 14.4968
H -16.7664 -10.9438 13.9273
O -12.7732 -9.5950 11.6283
N -10.1475 -6.3520 12.1797
H -15.1747 -7.5255 12.2649
H -11.5783 -10.3008 13.3020
C -10.2071 -13.7083 1.4844
H -13.0843 -14.9394 11.5020
H -10.1915 -13.1784 4.6818
H -16.7718 -6.7160 12.4151
H -7.0330 -8.4179 1.1465
C -16.1293 -7.3245 11.7787
F -7.9166 -8.5340 11.6598
N -8.2450 -15.2529 9.2914
C -10.8399 -9.7327 15.2146
H -5.6312 -9.1575 2.0057
H -8.7540 -8.1441 3.3811
C -8.5056 -10.0366 7.1118
H -6.2507 -9.8100 5.3796
C -9.0653 -9.1551 6.0424
H -12.8198 -11.6713 1.4655
O -7.3721 -13.0932 8.6628
H -12.5106 -13.0998 5.9947
H -9.1049 -9.9062 8.0128
H -10.7245 -10.6997 3.0753
H -10.9005 -8.6510 15.0947
H -11.1939 -9.9477 16.2228
H -5.5765 -7.4454 1.5159
H -14.5835 -18.6704 13.7432
H -8.1095 -15.2554 10.2922
H -11.9545 -6.4223 11.0026
H -12.9430 -17.4955 12.1636
H -8.8555 -6.3932 5.3557
H -7.1069 -17.0835 8.8433
C -11.8353 -13.0106 3.3723
O -9.9434 -4.2382 10.9735
N -11.0122 -12.5822 2.0765
H -10.4329 -13.9618 8.8870
C -7.0655 -9.6209 7.3591
C -11.6676 -6.3768 12.0532
H -8.5584 -11.0834 6.8128
P -8.8252 -9.8538 11.9740
H -9.8346 -12.9778 10.2178
C -11.8729 -11.9194 0.9861
H -15.8075 -16.2658 6.3344
H -10.6929 -14.7224 4.0858
H -11.7832 -9.8155 0.6735
H -7.6698 -6.3092 10.6773
S -13.4486 -10.6100 10.8021
H -14.7072 -15.2934 5.3843
C -15.0051 -15.5314 6.4055
O -11.0383 -12.5886 15.0436
H -7.0823 -6.3490 5.7030
C -9.6987 -13.2039 9.1603
H -12.6231 -13.5872 2.8875
C -16.4066 -10.6330 12.9465
F -9.8917 -9.4574 10.7562
H -7.3228 -16.0327 7.4153
C -11.9192 -13.9690 5.7065
H -10.8208 -10.7341 -0.5972
H -15.3626 -14.1148 10.6703
F -12.8865 -11.5141 8.2794
C -8.0230 -6.8739 5.8694
H -17.5522 -8.4440 10.8520
C -11.0771 -13.7637 4.4341
O -15.9303 -13.3086 6.5635
N -7.8640 -8.3439 5.3790
H -9.8460 -10.1786 15.1764
H -9.4019 -9.6711 1.2979
H -11.8858 -14.0080 12.3563
N -11.8186 -10.4038 14.2776
H -16.6166 -11.3801 12.1811
H -9.8586 -12.3094 8.5583
C -6.6337 -9.0178 6.0228
C -15.6448 -14.3355 7.1619
H -9.5249 -13.4889 0.6630
H -9.5357 -14.0979 2.2497
H -14.1280 -11.7199 14.6665
H -6.8189 -6.6812 3.1502
H -12.0349 -12.6696 0.2121
C -6.2228 -8.2542 1.8571
O -13.3177 -11.9570 11.3683
H -9.8835 -7.3021 11.9615
H -9.8964 -6.1257 13.1315
C -12.6185 -15.8119 13.3712
N -15.9774 -14.6779 8.6046
H -14.1597 -15.9850 6.9229
C -17.2480 -9.3815 12.6288
C -13.3400 -12.4705 14.6056
C -12.1668 -15.0254 12.0840
C -8.3187 -13.7657 8.8902
H -16.1647 -9.2585 10.8392
C -7.8265 -8.5209 3.8119
C -7.1759 -16.0530 8.4952
H -6.1958 -15.5875 8.5991
H -12.0741 -7.2586 12.5486
H -8.0804 -5.1944 9.4653
H -15.2461 -12.7397 9.4903
C -14.3822 -17.6009 13.6824
H -7.7135 -9.5815 3.5873
H -8.9249 -11.2592 0.7508
H -14.5027 -17.1237 14.6549
F -12.6551 -9.4232 8.5644
H -13.4660 -13.2747 15.3307
F -9.6423 -8.8372 12.9403
H -14.0968 -14.0604 9.3893
H -9.6227 -9.7253 5.2992
F -7.8186 -10.3442 13.2294
H -6.4991 -10.5163 7.6149



# 4
ORCA calculation (the ωB97M-V functional and the def2-TZVPD basis) on a molecular structure, C3H5LiNaO3.

Results
Strongest force on any atom = 0.046 hartree/bohr
HOMO-LUMO gap (spin up / spin down) = 12.05 / 8.57 eV
Net charge = +2
E_tot = -13940.3505 eV
⟨S²⟩ = 0.7548
LUMO (spin up / spin down) = -8.124 / -11.468 eV
Multiplicity = 2
Energy relative to the best compared isomer or geometry (same formula, charge and spin) = 3.8 kcal/mol

Element x y z (Å)
O -2.3715 1.4446 -0.5160
C -3.2827 1.0665 0.1044
O -4.1846 0.7215 0.7284
Li -0.5050 1.7603 -1.0262
H 0.5449 -2.3448 0.2520
O 1.0880 0.7873 -0.2600
C 0.6171 -1.3041 0.5880
H 0.6044 -0.7689 -1.5172
H 2.2725 -0.8297 -0.7428
H 1.2774 -1.1916 1.4545
C 1.2216 -0.5167 -0.6410
Na 3.0179 1.8641 0.7197
H -0.3000 -0.6885 0.8562



Question: Which value of net charge does entry 3 give?
Answer: +7



Question: multiplicity of number 1 (C13H16Cl2N2Pt)?
Answer: 5



Question: The lowest strongest force on any atom belongs to which entry?
Answer: C17H27N5O4